DFT (ωB97M-V with the def2-TZVPD basis set) results for a cluster of 10 separate species, C43H110FN2O10P3S9 in total.

Each line ends with the Löwdin charge.
Positions of all 178 atoms, in Å:
C (-6.6493, -0.9548, 8.7827)  -0.117
C (-5.7237, -1.3787, 7.6509)  -0.281
C (-6.2965, -1.0701, 6.2739)  -0.233
C (-5.2257, -0.9750, 5.2014)  -0.217
C (-5.7943, -0.9432, 3.7763)  -0.202
C (-5.0428, -0.0189, 2.7961)  -0.204
C (-4.4702, -0.7307, 1.5776)  -0.226
C (-4.1868, 0.1995, 0.4119)  -0.223
C (-3.7286, -0.5409, -0.8486)  -0.205
C (-2.2355, -0.4008, -1.1513)  -0.215
C (-1.9383, 0.8287, -2.0145)  -0.207
C (-2.2694, 0.6104, -3.4966)  -0.221
C (-1.0610, 0.4914, -4.4227)  -0.208
C (0.0493, -0.4499, -3.9526)  -0.194
C (1.4632, 0.0120, -4.3213)  -0.212
C (1.9430, -0.5222, -5.6645)  -0.210
C (3.4322, -0.3072, -5.9289)  -0.266
C (3.8357, 1.1526, -5.8043)  -0.375
P (5.6096, 1.5348, -6.1837)  0.691
C (6.2286, 3.1890, -5.6475)  -0.338
C (5.1157, 4.2380, -5.5394)  -0.193
C (5.7188, 5.4839, -4.9678)  -0.528
N (6.4326, 6.2466, -5.9265)  0.126
O (5.6594, 5.7859, -3.7988)  0.084
P (6.2898, 0.6706, -4.0812)  0.601
N (7.8638, 0.6677, -3.9173)  -0.332
C (6.8999, 0.3643, -6.8862)  -0.506
C (6.5362, -1.1004, -6.8512)  -0.078
F (7.2307, 0.7083, -8.1951)  -0.092
P (4.9457, 2.4811, -8.2000)  0.778
C (6.3212, 3.4227, -8.9760)  -0.347
C (4.4903, 1.1487, -9.3951)  -0.329
H (-6.3904, -1.4870, 9.6979)  0.060
H (-6.5531, 0.1089, 8.9998)  0.066
H (-7.6878, -1.1964, 8.5573)  0.065
H (-4.7611, -0.8804, 7.7568)  0.052
H (-5.5628, -2.4506, 7.7223)  0.074
H (-7.0110, -1.8502, 5.9992)  0.115
H (-6.8530, -0.1273, 6.3118)  0.113
H (-4.5700, -1.8425, 5.3118)  0.118
H (-4.6050, -0.0963, 5.3741)  0.108
H (-5.7869, -1.9516, 3.3638)  0.102
H (-6.8289, -0.6055, 3.8473)  0.098
H (-4.2226, 0.4676, 3.3250)  0.106
H (-5.7081, 0.7719, 2.4473)  0.107
H (-3.5496, -1.2534, 1.8554)  0.120
H (-5.1775, -1.4916, 1.2363)  0.104
H (-5.1044, 0.7333, 0.1751)  0.071
H (-3.4346, 0.9430, 0.6886)  0.116
H (-4.2940, -0.1695, -1.7044)  0.101
H (-3.9743, -1.6002, -0.7645)  0.108
H (-1.6611, -0.3609, -0.2252)  0.111
H (-1.9179, -1.2803, -1.7155)  0.103
H (-2.5247, 1.6608, -1.6245)  0.110
H (-0.8818, 1.0752, -1.9031)  0.102
H (-2.8623, 1.4616, -3.8372)  0.106
H (-2.9265, -0.2494, -3.5963)  0.072
H (-1.4300, 0.1154, -5.3795)  0.080
H (-0.6656, 1.4887, -4.6227)  0.110
H (-0.1010, -1.4337, -4.3996)  0.111
H (0.0117, -0.5787, -2.8737)  0.093
H (1.4775, 1.1024, -4.3581)  0.102
H (2.1726, -0.2788, -3.5432)  0.117
H (1.3733, -0.0416, -6.4641)  0.120
H (1.7609, -1.5965, -5.7019)  0.113
H (3.6436, -0.6595, -6.9388)  0.089
H (3.9925, -0.9470, -5.2480)  0.080
H (3.6871, 1.4941, -4.7786)  0.062
H (3.1938, 1.7672, -6.4339)  0.059
H (6.6883, 3.0868, -4.6646)  0.058
H (7.0218, 3.5053, -6.3213)  0.086
H (4.7116, 4.4743, -6.5213)  0.067
H (4.3389, 3.8947, -4.8605)  0.115
H (7.0793, 6.8524, -5.4306)  0.091
H (5.8074, 6.8228, -6.4798)  0.098
H (5.5895, 1.4245, -3.1053)  -0.025
H (5.7222, -0.6206, -3.9046)  -0.050
H (8.1587, 1.2004, -3.0981)  -0.090
H (7.7885, 0.5313, -6.2742)  0.081
H (7.4251, -1.6905, -7.0564)  0.089
H (6.1010, -1.3962, -5.9033)  0.040
H (5.8082, -1.3187, -7.6309)  0.069
H (6.3584, 4.4009, -8.5009)  0.006
H (6.0867, 3.5824, -10.0275)  0.028
H (7.3001, 2.9534, -8.9127)  0.023
H (4.4766, 0.1660, -8.9297)  0.001
H (3.5183, 1.3675, -9.8252)  0.015
H (5.2191, 1.0958, -10.2017)  0.031
C (-5.7442, -6.7863, 7.6545)  -0.267
S (-6.7966, -5.7374, 8.6705)  0.814
O (-6.1495, -4.3918, 8.6982)  -0.555
C (-6.4073, -6.5415, 10.2147)  -0.281
H (-5.8119, -6.4245, 6.6304)  0.046
H (-4.7135, -6.7221, 8.0036)  0.053
H (-6.1070, -7.8126, 7.7116)  0.053
H (-5.3290, -6.5005, 10.3787)  0.062
H (-6.7519, -7.5742, 10.1890)  0.018
H (-6.9300, -6.0022, 11.0012)  0.037
C (-1.5290, -2.1697, 9.5328)  -0.263
S (-2.5317, -0.7057, 9.2615)  0.796
O (-2.3539, -0.3259, 7.8377)  -0.542
C (-1.4960, 0.4171, 10.2094)  -0.271
H (-1.9918, -2.9822, 8.9766)  0.052
H (-0.5198, -1.9876, 9.1638)  0.057
H (-1.5184, -2.4095, 10.5961)  0.052
H (-0.4895, 0.4179, 9.7919)  0.056
H (-1.4829, 0.1049, 11.2539)  0.051
H (-1.9337, 1.4095, 10.1270)  0.049
C (-11.7707, -5.8788, 11.4668)  -0.272
S (-10.7028, -5.0080, 10.3132)  0.820
O (-9.3871, -5.6939, 10.3509)  -0.571
C (-10.5269, -3.5152, 11.2936)  -0.263
H (-11.9578, -6.8673, 11.0531)  0.048
H (-11.2657, -5.9650, 12.4290)  0.053
H (-12.7113, -5.3378, 11.5701)  0.052
H (-10.1093, -3.7719, 12.2670)  0.058
H (-11.4992, -3.0344, 11.4013)  0.054
H (-9.8455, -2.8568, 10.7585)  0.049
C (10.4592, 4.2778, -0.9050)  -0.266
S (9.1923, 3.1676, -0.2934)  0.824
O (8.8823, 2.2513, -1.4246)  -0.562
C (7.8821, 4.3872, -0.2288)  -0.267
H (11.3647, 3.6966, -1.0636)  0.054
H (10.1215, 4.7050, -1.8473)  0.035
H (10.6522, 5.0620, -0.1731)  0.060
H (7.7398, 4.8232, -1.2143)  0.052
H (8.1400, 5.1544, 0.5017)  0.055
H (6.9709, 3.8785, 0.0785)  0.051
C (-3.8960, -2.0917, -7.5331)  -0.264
S (-4.0807, -1.2722, -5.9438)  0.782
O (-5.1432, -2.0013, -5.2080)  -0.539
C (-4.8283, 0.2287, -6.5866)  -0.257
H (-3.4759, -3.0769, -7.3432)  0.049
H (-4.8734, -2.1878, -8.0056)  0.057
H (-3.2168, -1.5150, -8.1612)  0.053
H (-5.7364, -0.0276, -7.1320)  0.056
H (-4.1164, 0.7397, -7.2351)  0.055
H (-5.0682, 0.8607, -5.7337)  0.049
C (-8.1731, -8.7650, 13.4689)  -0.264
S (-6.9801, -9.7532, 12.5616)  0.812
O (-7.2041, -9.4706, 11.1216)  -0.554
C (-7.7420, -11.3443, 12.8940)  -0.271
H (-7.8946, -7.7211, 13.3397)  0.047
H (-9.1672, -8.9374, 13.0571)  0.058
H (-8.1356, -9.0324, 14.5250)  0.053
H (-8.7685, -11.3341, 12.5285)  0.058
H (-7.7124, -11.5428, 13.9653)  0.053
H (-7.1651, -12.0983, 12.3634)  0.050
C (14.1642, 5.2347, -5.3146)  -0.262
S (13.0551, 6.3780, -4.4930)  0.785
O (13.6169, 6.6337, -3.1370)  -0.563
C (11.7108, 5.2131, -4.2828)  -0.270
H (15.0960, 5.7631, -5.5051)  0.050
H (14.3449, 4.3823, -4.6600)  0.058
H (13.7106, 4.9252, -6.2552)  0.041
H (12.0582, 4.3622, -3.6972)  0.056
H (11.3569, 4.8952, -5.2625)  0.043
H (10.9126, 5.7298, -3.7539)  0.039
C (11.9985, 8.8172, -7.5650)  -0.267
S (10.9758, 7.3770, -7.8770)  0.808
O (11.7672, 6.1996, -7.4306)  -0.569
C (11.0969, 7.4240, -9.6662)  -0.268
H (12.0886, 8.9233, -6.4860)  0.039
H (12.9826, 8.6597, -8.0057)  0.062
H (11.5186, 9.6995, -7.9883)  0.054
H (12.1456, 7.3677, -9.9564)  0.059
H (10.6400, 8.3426, -10.0339)  0.054
H (10.5562, 6.5630, -10.0529)  0.051
C (-8.9675, -0.6670, 0.1765)  -0.263
S (-7.8243, -0.4300, -1.1874)  0.805
O (-7.0780, 0.8207, -0.8930)  -0.546
C (-9.0661, -0.0142, -2.4167)  -0.270
H (-8.3733, -0.8907, 1.0606)  0.042
H (-9.5373, 0.2488, 0.3322)  0.059
H (-9.6283, -1.5049, -0.0459)  0.054
H (-9.6312, 0.8541, -2.0782)  0.057
H (-9.7222, -0.8706, -2.5715)  0.053
H (-8.5417, 0.2182, -3.3408)  0.048

LUMO energy	0.36	eV
frontier orbital gap	6.861	eV
strongest force on any atom	1.072	eV Å⁻¹